{"formula": "C10H27ClI2N3O2P2Tm", "method": "wB97M-V/def2-TZVPD", "s2": 2.470, "homo_lumo_gap_ha": [0.200, 0.205], "spin_multiplicity": 3, "lumo_ev": [-9.69, -9.55], "energy_ha": -3535.0323, "fmax_ev_per_a": 3.37, "total_charge": 2, "symbols": ["I", "I", "Tm", "P", "C", "C", "H", "H", "H", "C", "H", "H", "H", "H", "H", "H", "C", "O", "Cl", "C", "N", "C", "P", "O", "N", "C", "C", "N", "C", "C", "H", "H", "H", "H", "H", "H", "H", "H", "H", "H", "H", "H", "H", "H", "H", "H", "H", "H"], "coordinates": [[2.80320, 0.91014, -1.35840], [0.77966, -1.28707, -3.31897], [-0.79215, 0.86398, -1.16203], [0.38769, 2.19934, -3.53838], [1.79170, 1.97251, -4.70261], [-0.95827, 2.28229, -4.79670], [-0.15121, 4.32866, -2.51915], [0.57621, 4.53775, -4.15072], [1.60106, 4.13277, -2.72645], [0.62835, 3.98218, -3.20505], [-1.91857, 2.44017, -4.28888], [-0.74959, 3.10872, -5.49273], [1.73105, 2.75732, -5.47189], [1.74618, 0.99273, -5.18623], [-1.00054, 1.33239, -5.34423], [2.74385, 2.05617, -4.17094], [3.21968, -1.09480, -2.69391], [4.05235, -1.89873, -2.66055], [-2.77940, 2.18908, -0.75721], [2.22769, -0.91906, 2.09635], [0.91048, -0.76577, 2.69128], [0.90880, -0.79029, 4.16337], [-0.45582, -1.02638, 1.82848], [-0.41323, -0.44970, 0.40371], [-0.81641, -2.61768, 1.79219], [-1.84476, -3.12330, 0.87044], [0.09469, -3.67469, 2.26904], [-1.58406, -0.15715, 2.68249], [-1.24863, 1.28672, 2.73781], [-2.99948, -0.38245, 2.32970], [2.64705, -1.91683, 2.28120], [2.88995, -0.17595, 2.54996], [2.22239, -0.72310, 1.02095], [1.59698, -0.01322, 4.51666], [-0.08488, -0.58192, 4.56745], [1.26200, -1.75630, 4.55337], [-1.58718, -2.92837, -0.18434], [-1.90374, -4.21072, 1.02497], [-2.83084, -2.68969, 1.08329], [0.91237, -3.86657, 1.54622], [0.54719, -3.43593, 3.24568], [-0.51166, -4.58848, 2.37211], [-1.42195, 1.81439, 1.78147], [-1.92339, 1.71978, 3.48159], [-0.21007, 1.42735, 3.04509], [-3.23434, -0.14557, 1.27126], [-3.28110, -1.41446, 2.56048], [-3.57928, 0.29973, 2.96278]], "nbo_charge": [0.129, 0.066, 1.996, 0.667, -0.924, -0.928, 0.250, 0.258, 0.247, -0.934, 0.249, 0.258, 0.266, 0.247, 0.248, 0.243, 0.484, -0.383, -0.612, -0.412, -0.810, -0.418, 2.480, -1.284, -0.821, -0.411, -0.397, -0.781, -0.423, -0.420, 0.207, 0.220, 0.200, 0.219, 0.244, 0.208, 0.188, 0.237, 0.216, 0.197, 0.221, 0.231, 0.170, 0.240, 0.225, 0.182, 0.225, 0.236]}

=====

{"formula": "C5H15N3", "method": "wB97M-V/def2-TZVPD", "de_lowest_kcal_mol": 71.3, "homo_lumo_gap_ha": 0.324, "smiles": "[H]/N=C\\C.CN(C)CN", "lumo_ev": 0.92, "energy_ha": -363.6734, "fmax_ev_per_a": 2.25, "symbols": ["H", "N", "C", "C", "H", "H", "H", "H", "C", "N", "C", "C", "N", "H", "H", "H", "H", "H", "H", "H", "H", "H", "H"], "coordinates": [[2.53709, 0.43064, -0.39628], [2.04707, 0.67639, -1.25903], [1.28660, -0.32899, -1.66729], [1.42601, -1.74060, -1.14591], [0.98811, -0.26316, -2.71741], [1.65467, -1.73829, -0.07854], [0.48648, -2.28513, -1.26730], [2.20214, -2.27745, -1.69058], [-0.25155, 0.61123, 2.06429], [-0.81529, 0.04346, 0.85041], [-2.02933, -0.71621, 1.06864], [-0.80864, 0.82279, -0.33722], [-0.08045, 2.00710, -0.31242], [-0.93430, 1.34099, 2.52339], [0.69204, 1.09988, 1.83855], [-0.04950, -0.18905, 2.77824], [-2.29553, -1.25139, 0.15657], [-2.87729, -0.08226, 1.37027], [-1.85814, -1.45940, 1.84835], [-0.09970, 0.05846, -1.14290], [-1.77611, 0.88526, -0.84236], [0.96521, 1.72165, -0.60288], [-0.40960, 2.63407, -1.03860]], "nbo_charge": [0.330, -0.733, 0.039, -0.663, 0.184, 0.218, 0.217, 0.228, -0.404, -0.471, -0.403, 0.074, -0.847, 0.171, 0.216, 0.193, 0.199, 0.168, 0.202, 0.128, 0.185, 0.398, 0.371]}

=====

{"formula": "C4H9N2O", "method": "wB97M-V/def2-TZVPD", "s2": 2.007, "de_lowest_kcal_mol": 32.6, "homo_lumo_gap_ha": [0.292, 0.386], "spin_multiplicity": 3, "lumo_ev": [-4.40, -5.81], "energy_ha": -342.1106, "fmax_ev_per_a": 2.42, "total_charge": 1, "symbols": ["C", "C", "C", "C", "N", "N", "O", "H", "H", "H", "H", "H", "H", "H", "H", "H"], "coordinates": [[0.30493, -1.65062, -1.52999], [0.04879, -2.35993, -0.23975], [-1.19410, 2.54725, 0.79023], [1.23539, -0.15693, 0.35425], [0.65848, -1.08625, -0.28334], [-0.75926, 1.27710, 0.34460], [-1.52035, 0.52417, -0.21081], [1.11066, -1.96983, -2.17926], [-0.53115, -1.19857, -2.04810], [-0.96263, -2.41633, 0.14401], [0.67815, -3.19354, 0.04979], [-2.23627, 2.77234, 0.54892], [-0.51068, 3.29094, 0.36835], [-1.02416, 2.58298, 1.87170], [1.69673, 0.66211, -0.17946], [1.32810, -0.21512, 1.42881]], "nbo_charge": [-0.216, -0.216, -0.486, 0.137, -0.252, 0.024, -0.191, 0.251, 0.259, 0.256, 0.250, 0.248, 0.233, 0.233, 0.236, 0.235]}

=====

{"formula": "C36H49AlAsFN5O12SSb", "method": "wB97M-V/def2-TZVPD", "de_lowest_kcal_mol": 23.5, "homo_lumo_gap_ha": 0.163, "lumo_ev": -1.93, "energy_ha": -5794.6571, "fmax_ev_per_a": 0.40, "symbols": ["Al", "O", "As", "O", "O", "C", "C", "C", "C", "C", "C", "S", "O", "O", "O", "H", "H", "H", "H", "H", "C", "C", "N", "C", "C", "C", "O", "O", "C", "O", "C", "C", "C", "F", "C", "C", "C", "N", "C", "C", "N", "C", "C", "H", "H", "H", "H", "H", "H", "H", "H", "H", "H", "H", "H", "H", "H", "H", "H", "H", "H", "C", "C", "C", "C", "C", "C", "O", "N", "C", "O", "N", "C", "O", "H", "H", "H", "H", "H", "H", "H", "H", "H", "H", "H", "C", "C", "Sb", "C", "C", "C", "C", "H", "H", "H", "H", "H", "H", "H", "H", "H", "H", "H", "H", "H", "H", "H"], "coordinates": [[0.27580, -0.22096, -0.89171], [2.26182, 1.64482, 1.39242], [0.57502, 1.49379, 1.77250], [0.25071, 1.22304, 3.35564], [-0.11600, 0.29123, 0.80492], [-0.05325, 3.19958, 1.15849], [-0.70694, 3.94454, 2.13426], [-1.23832, 5.19103, 1.84046], [-1.12406, 5.69462, 0.55664], [-0.48217, 4.95533, -0.42602], [0.06021, 3.70861, -0.13825], [0.92868, 2.95624, -1.52701], [0.26275, 3.46428, -2.69852], [2.31204, 3.30459, -1.36224], [0.70940, 1.48389, -1.42147], [2.79140, 0.82634, 1.36797], [-0.78173, 3.52621, 3.13089], [-1.73730, 5.76275, 2.61275], [-1.53627, 6.66457, 0.30901], [-0.39941, 5.33366, -1.43510], [0.37580, -0.92393, 5.52507], [0.83681, -2.30291, 5.06585], [0.50992, -2.52712, 3.65825], [1.42697, -2.15913, 2.73736], [1.18792, -2.02960, 1.41168], [2.27241, -1.34421, 0.61179], [3.34193, -1.12615, 1.16694], [1.93267, -0.92198, -0.55008], [-0.12268, -2.29662, 0.90695], [-0.53425, -1.99133, -0.22960], [-1.07652, -2.81602, 1.88460], [-2.37989, -3.10758, 1.46828], [-3.34648, -3.36163, 2.39059], [-4.60197, -3.66035, 1.98292], [-3.09759, -3.27190, 3.77141], [-1.79700, -3.04835, 4.17983], [-0.76874, -2.83446, 3.24767], [-4.19024, -3.36858, 4.67578], [-5.29957, -2.46028, 4.43032], [-5.05343, -1.08717, 5.03995], [-4.80356, -1.25617, 6.51946], [-3.64819, -2.18388, 6.78988], [-3.91447, -3.51744, 6.08470], [0.67273, -0.75311, 6.56145], [-0.70871, -0.81685, 5.44596], [0.80988, -0.14314, 4.89483], [0.41924, -3.11214, 5.66763], [1.91868, -2.38261, 5.15155], [2.39870, -1.85979, 3.10963], [-2.60646, -3.09334, 0.40987], [-1.56480, -2.98258, 5.22823], [-6.22238, -2.89459, 4.83079], [-5.44959, -2.33235, 3.36368], [-5.90648, -0.42077, 4.92637], [-4.16362, -0.61884, 4.61715], [-5.64772, -1.63876, 6.95106], [-4.63330, -0.34901, 6.95350], [-3.55496, -2.29430, 7.86898], [-2.76586, -1.68345, 6.39696], [-4.77243, -4.00839, 6.55780], [-3.05678, -4.17080, 6.23181], [-0.82515, 1.44623, -5.09904], [-2.13214, 0.83226, -4.61184], [-1.98802, -0.60204, -4.04053], [-3.36267, -1.16194, -3.64672], [-3.28063, -2.55126, -3.02225], [-1.37038, -1.47476, -5.12094], [-1.98364, -1.78776, -6.11939], [-0.07307, -1.86699, -4.92464], [0.73370, -1.64983, -3.79229], [1.85446, -2.08999, -3.76796], [0.14507, -0.94510, -2.77031], [-1.10988, -0.52279, -2.82697], [-1.51809, 0.00055, -1.75540], [-1.00299, 2.45141, -5.48029], [-0.38281, 0.85717, -5.90483], [-0.09854, 1.54625, -4.29098], [-2.85533, 0.76961, -5.42751], [-2.56334, 1.44927, -3.82116], [-3.97635, -1.18563, -4.54761], [-3.81163, -0.45737, -2.94521], [-2.83080, -3.26726, -3.71361], [-4.27369, -2.92268, -2.76587], [-2.67708, -2.53449, -2.11126], [0.36156, -2.40301, -5.66180], [6.70878, 3.43064, -1.87859], [5.39575, 3.20555, -2.62284], [4.66500, 1.18978, -2.33840], [6.21400, 0.26530, -3.55959], [6.46911, 0.90049, -4.92089], [3.18517, 1.18948, -3.92714], [3.05696, 2.47316, -4.73991], [7.07954, 4.45128, -2.00881], [7.49196, 2.75320, -2.23044], [6.59008, 3.25913, -0.80624], [5.51498, 3.41254, -3.68724], [4.61262, 3.86346, -2.24558], [5.91044, -0.77890, -3.67363], [7.12911, 0.25156, -2.96080], [5.55217, 0.95331, -5.51125], [7.20124, 0.33346, -5.50405], [6.85052, 1.91889, -4.82072], [2.24167, 0.94495, -3.44124], [3.43135, 0.33738, -4.56595], [2.83305, 3.32807, -4.10059], [2.24580, 2.39489, -5.47086], [3.97373, 2.69591, -5.28926]], "lowdin_charge": [-0.227, -0.199, 0.972, -0.455, -0.264, -0.218, -0.097, -0.083, -0.070, -0.054, -0.216, 0.528, -0.290, -0.298, -0.209, 0.038, 0.090, 0.100, 0.105, 0.112, -0.065, -0.176, -0.014, 0.046, -0.017, -0.536, 0.050, 0.073, -0.241, 0.086, -0.024, 0.110, -0.194, 0.065, -0.143, 0.053, -0.109, -0.081, -0.130, -0.067, 0.062, -0.079, -0.141, 0.080, 0.053, 0.051, 0.112, 0.126, 0.155, 0.140, 0.083, 0.139, 0.129, 0.139, 0.149, 0.181, 0.184, 0.139, 0.114, 0.135, 0.138, -0.065, -0.143, -0.297, -0.165, -0.063, -0.425, 0.098, 0.222, -0.469, 0.112, 0.225, -0.374, 0.112, 0.085, 0.083, 0.055, 0.124, 0.128, 0.120, 0.122, 0.083, 0.074, 0.063, 0.165, -0.217, -0.469, 1.427, -0.473, -0.204, -0.436, -0.187, 0.059, 0.050, 0.057, 0.033, 0.029, 0.034, 0.027, 0.047, 0.059, 0.053, 0.001, 0.041, 0.053, 0.060, 0.050]}

=====

{"formula": "C2H5N3S", "method": "wB97M-V/def2-TZVPD", "de_lowest_kcal_mol": 29.4, "homo_lumo_gap_ha": 0.276, "lumo_ev": -12.15, "energy_ha": -640.8605, "fmax_ev_per_a": 2.53, "total_charge": 2, "symbols": ["C", "C", "N", "N", "N", "S", "H", "H", "H", "H", "H"], "coordinates": [[-0.12536, 2.26646, 0.97048], [0.31669, -1.72051, -0.33858], [-0.15948, 3.30117, 1.43452], [0.34346, -0.61246, 0.26289], [-0.34312, -1.86246, -1.56346], [-1.08362, -0.72326, -2.39433], [-0.04118, 1.25451, 0.56178], [0.77287, -2.64617, 0.01188], [-0.23989, 4.22437, 1.85101], [0.86526, -0.65831, 1.13801], [-0.30562, -2.82334, -1.93419]], "nbo_charge": [0.481, 0.262, -0.355, -0.574, -0.605, 0.844, 0.300, 0.243, 0.526, 0.407, 0.473]}

=====

{"formula": "CCl2OS", "method": "wB97M-V/def2-TZVPD", "de_lowest_kcal_mol": 0.0, "homo_lumo_gap_ha": [0.294, 0.294], "lumo_ev": [-1.16, -1.16], "energy_ha": -1431.8387, "fmax_ev_per_a": 4.93, "symbols": ["C", "O", "S", "Cl", "Cl"], "coordinates": [[-0.42468, 0.06291, -0.01403], [2.13977, -0.13288, 0.05738], [0.99289, -0.99678, -0.09381], [-1.98674, -0.70721, 0.03138], [-0.72125, 1.77397, 0.01909]], "nbo_charge": [-0.414, -0.888, 1.154, 0.047, 0.102]}